No. 1
{"formula": "C21H20Cl20N4", "method": "wB97M-V/def2-TZVPD", "homo_lumo_gap_ev": 7.8, "total_charge": 0, "smiles": "ClC(Cl)(Cl)Cl.ClC(Cl)(Cl)Cl.ClC(Cl)(Cl)Cl.ClC(Cl)(Cl)Cl.ClC(Cl)(Cl)Cl.c1cc[nH]c1.c1cc[nH]c1.c1cc[nH]c1.c1cc[nH]c1", "e_lumo_ev": -0.274, "symbols": ["Cl", "Cl", "Cl", "Cl", "Cl", "Cl", "Cl", "Cl", "Cl", "Cl", "Cl", "Cl", "Cl", "Cl", "Cl", "Cl", "Cl", "Cl", "Cl", "Cl", "N", "N", "N", "N", "C", "C", "C", "C", "C", "C", "C", "C", "C", "C", "C", "C", "C", "C", "C", "C", "C", "C", "C", "C", "C", "H", "H", "H", "H", "H", "H", "H", "H", "H", "H", "H", "H", "H", "H", "H", "H", "H", "H", "H", "H"], "positions_angstrom": [[-5.574, 1.038, -2.705], [-5.139, -1.702, -2.064], [3.098, 4.990, 2.389], [-2.342, 3.376, 3.371], [-2.827, -3.654, -4.935], [-3.158, 6.011, 2.459], [0.410, -2.664, 6.018], [0.038, -3.799, -5.344], [2.821, 5.472, 5.202], [0.533, 5.654, 3.566], [1.825, -2.249, 3.567], [0.975, 0.040, 5.148], [-4.677, 0.344, -0.001], [-4.860, 3.656, 2.078], [3.123, -1.597, 6.134], [-1.097, -3.289, -2.685], [-4.461, 4.844, 4.731], [-7.384, -0.236, -0.884], [-1.156, -1.291, -4.785], [1.707, 3.025, 3.874], [0.927, 2.008, -1.747], [-2.198, -2.479, 1.369], [0.679, 0.559, 1.792], [3.673, -0.367, -2.680], [4.682, -0.987, -3.360], [-0.532, 1.021, 1.351], [-3.692, 4.491, 3.163], [-3.185, -4.207, 0.392], [4.880, -2.257, -2.886], [-3.418, -2.957, 0.951], [1.023, 1.903, -3.104], [-5.723, -0.174, -1.386], [-1.283, -3.441, 1.210], [3.879, -2.442, -1.853], [-0.910, 0.215, 0.303], [-1.829, -4.551, 0.600], [-1.277, -3.018, -4.435], [0.127, -0.741, 0.071], [2.028, 4.803, 3.774], [3.189, -1.277, -1.774], [2.551, 3.362, -2.350], [2.058, 2.738, -3.495], [1.119, -0.430, 0.967], [1.595, -1.618, 5.242], [1.861, 2.872, -1.255], [-1.807, 0.151, -0.293], [5.690, -2.912, -3.149], [-4.306, -2.360, 1.043], [0.467, 1.136, -3.615], [5.223, -0.493, -4.153], [-3.896, -4.810, -0.153], [1.917, 3.048, -0.195], [3.715, -3.266, -1.179], [-1.232, -5.301, 0.110], [-0.942, 1.898, 1.815], [0.183, -1.501, -0.688], [0.331, 1.419, -1.181], [-0.217, -3.324, 1.337], [1.189, 1.021, 2.523], [3.350, 4.086, -2.297], [2.149, -0.733, 1.062], [2.348, -0.969, -1.175], [3.334, 0.542, -2.951], [2.374, 2.920, -4.509], [-1.952, -1.546, 1.652]], "forces_ev_per_a": [[0.0, -0.1, 0.4], [-0.2, 0.1, 0.5], [0.0, 0.3, -0.2], [0.1, 0.2, 0.3], [-0.2, 0.0, -0.2], [0.1, -0.1, -0.1], [0.1, 0.1, 0.2], [-0.2, -0.2, 0.3], [0.0, -0.5, 0.1], [-0.5, 0.1, -0.3], [0.2, 0.3, 0.7], [-0.1, -0.1, 0.1], [-0.5, -0.2, -0.6], [0.2, 0.5, 0.3], [-0.3, -0.1, -0.2], [0.0, 0.0, -0.3], [0.2, -0.2, -0.3], [-0.2, -0.3, 0.2], [-0.3, 0.2, 0.1], [0.1, 0.6, 0.7], [-0.1, -0.4, 0.1], [-0.6, -0.1, 0.6], [-0.2, 0.7, -0.7], [0.7, -1.0, -0.5], [0.7, 0.0, -0.5], [0.0, -0.4, 0.1], [-0.6, -0.3, -0.1], [-0.7, 0.0, 0.2], [-0.8, 0.3, 0.9], [0.4, -0.4, -0.7], [0.6, -0.1, 0.3], [0.9, 0.5, -0.5], [1.8, -1.3, -0.8], [0.8, 0.1, -0.4], [-0.3, -0.8, -0.5], [-0.1, 1.4, -0.3], [0.6, 0.0, 0.2], [0.6, 0.9, 0.5], [0.4, -0.3, -0.2], [-1.0, 1.2, 0.1], [0.5, 0.4, 1.3], [-0.7, -0.4, -0.8], [0.5, -0.3, 0.3], [0.0, -0.3, -0.6], [-0.2, 0.0, -0.6], [-0.2, 0.6, 0.3], [-0.1, -0.1, -0.2], [0.0, 0.0, -0.1], [-0.1, 0.2, -0.2], [-0.1, 0.1, 0.1], [-0.2, 0.1, 0.3], [0.1, 0.2, 0.0], [0.1, -0.2, -0.2], [-0.2, -0.4, 0.3], [-0.4, -0.1, -0.1], [-0.1, 0.0, -0.1], [0.0, 0.1, 0.0], [-0.2, 0.5, 0.4], [0.3, -0.2, -0.2], [0.0, 0.0, -0.1], [-0.1, -0.4, 0.0], [0.1, -0.2, 0.1], [-0.4, 0.0, 0.4], [0.0, -0.1, 0.0], [-0.3, 0.0, 0.2]], "mulliken_charge": [-0.11, -0.02, -0.09, -0.02, -0.09, -0.09, -0.09, -0.11, -0.10, -0.04, -0.05, -0.07, -0.08, -0.08, -0.09, 0.03, -0.10, -0.09, -0.11, -0.10, 0.19, 0.13, 0.94, 0.21, -0.55, -0.08, 0.27, -0.38, -0.69, -0.78, -0.46, 0.26, -0.28, -0.58, -1.95, -0.84, 0.25, 0.43, 0.27, 0.32, -0.53, -0.70, -1.27, 0.30, -0.35, 0.60, 0.41, 0.59, 0.21, 0.36, 0.42, 0.45, 0.42, 0.49, -0.04, 0.47, 0.41, 0.42, -0.02, 0.41, 0.94, -0.13, 0.23, 0.43, 0.29]}

No. 2
{"formula": "C21H20Cl3CuN2O3", "method": "wB97M-V/def2-TZVPD", "homo_lumo_gap_ev": [6.2, 7.2], "s2": 0.77, "total_charge": -1, "e_lumo_ev": [2.557, 2.547], "relative_energy_kj_mol": 12.3, "multiplicity": 2, "symbols": ["Cu", "Cl", "Cl", "Cl", "O", "O", "O", "N", "N", "C", "C", "C", "C", "C", "C", "C", "C", "C", "C", "C", "C", "C", "C", "C", "C", "C", "C", "C", "C", "C", "H", "H", "H", "H", "H", "H", "H", "H", "H", "H", "H", "H", "H", "H", "H", "H", "H", "H", "H", "H"], "positions_angstrom": [[0.365, 0.907, -0.275], [5.026, 0.542, 0.542], [-3.153, 4.335, 4.224], [4.124, -1.732, 5.331], [-0.428, -0.365, 1.208], [2.134, 0.514, 0.306], [0.869, -1.254, -1.885], [-0.529, -3.018, -1.482], [-2.140, 1.146, -1.967], [-2.638, -2.215, -2.461], [3.905, -0.066, 1.716], [4.391, -0.597, 2.881], [-0.769, 3.488, 3.241], [-0.232, 3.379, 0.866], [-1.514, 3.895, 0.603], [3.492, -1.075, 3.842], [0.212, -0.559, 2.236], [-0.896, -2.833, -4.304], [2.147, -1.033, 3.618], [0.660, 2.985, -0.204], [-1.769, -2.275, -1.200], [-2.029, 3.976, 2.937], [-1.179, 1.066, -1.321], [1.633, -0.530, 2.408], [0.375, -2.292, -2.253], [-1.876, -1.784, -3.728], [0.115, 3.198, 2.219], [0.519, -2.811, -3.671], [-2.403, 4.190, 1.618], [2.509, -0.003, 1.397], [-3.388, 4.581, 1.396], [-1.355, -0.844, -3.526], [-2.622, -1.563, -4.495], [0.968, -3.808, -3.683], [-0.359, -0.808, 3.149], [-1.343, -3.827, -4.197], [1.101, 2.813, 2.461], [-0.745, -3.914, -1.897], [1.178, -2.133, -4.209], [-1.492, -1.276, -0.877], [5.455, -0.644, 3.060], [-3.454, -1.511, -2.287], [-0.787, -2.658, -5.376], [0.434, 3.400, -1.181], [-1.812, 4.040, -0.428], [1.454, -1.411, 4.360], [-3.081, -3.205, -2.639], [-0.489, 3.337, 4.277], [1.721, 3.011, 0.034], [-2.306, -2.761, -0.383]], "forces_ev_per_a": [[0.2, 0.6, -0.3], [0.0, 0.0, 0.0], [-0.1, 0.0, 0.1], [0.0, 0.0, 0.1], [0.1, -0.1, 0.5], [0.6, -0.2, 0.3], [0.0, 0.0, 0.1], [0.0, 0.0, 0.3], [0.1, 0.1, 0.0], [0.2, 0.1, 0.1], [0.3, -0.1, 0.1], [-0.3, 0.1, -0.1], [0.0, 0.0, 0.1], [-0.1, 0.1, 0.1], [0.1, -0.1, 0.0], [0.0, -0.1, 0.1], [-0.6, -0.2, -0.1], [0.0, 0.1, 0.1], [-0.1, 0.0, -0.1], [0.3, -0.1, 0.0], [-0.1, -0.1, -0.1], [0.1, 0.0, -0.1], [-0.9, 0.0, -0.7], [0.7, 0.2, -0.1], [0.0, -0.1, -0.3], [0.0, -0.1, 0.0], [0.0, 0.0, -0.1], [0.0, 0.0, 0.0], [0.0, 0.0, 0.1], [-0.3, 0.0, 0.0], [0.0, 0.0, 0.0], [-0.1, 0.0, 0.0], [0.0, 0.0, 0.0], [0.0, 0.0, 0.0], [0.0, -0.1, 0.1], [0.0, 0.0, 0.0], [0.0, 0.0, 0.0], [0.0, 0.0, -0.2], [0.0, 0.0, 0.0], [0.0, 0.0, 0.0], [0.0, 0.0, 0.0], [0.0, 0.0, 0.0], [0.0, 0.0, 0.0], [-0.1, 0.0, 0.0], [0.0, 0.0, 0.0], [0.0, 0.0, 0.0], [0.0, 0.0, 0.0], [0.0, 0.0, 0.0], [0.0, 0.0, 0.0], [0.0, 0.0, 0.0]], "mulliken_charge": [-0.39, -0.23, -0.28, -0.27, -0.43, -0.60, -0.51, -0.26, -0.86, -0.88, 0.31, -0.69, -0.85, 1.12, -0.30, 0.28, -0.25, -0.71, -1.04, -1.86, 0.04, 0.41, 0.98, 1.28, 0.21, -0.41, -0.22, -0.75, -0.70, 0.21, 0.38, 0.21, 0.40, 0.35, 0.23, 0.30, 0.42, 0.36, 0.36, -0.36, 0.43, 0.41, 0.38, 0.50, 0.32, 0.36, 0.38, 0.40, 0.55, 0.30]}

No. 3
{"formula": "C21H20F6NO6PS2", "method": "wB97M-V/def2-TZVPD", "homo_lumo_gap_ev": 7.0, "total_charge": 0, "smiles": "CCP(C)C1=C(S(=O)(=O)C(F)(F)C(F)(F)F)C(=O)C(S)=C(N(C(C)=O)C(C)=O)C1=O.Fc1ccccc1", "e_lumo_ev": -1.997, "symbols": ["S", "S", "P", "F", "F", "F", "F", "F", "F", "O", "O", "O", "O", "O", "O", "N", "C", "C", "C", "C", "C", "C", "C", "C", "C", "C", "C", "C", "C", "C", "C", "C", "C", "C", "C", "C", "C", "H", "H", "H", "H", "H", "H", "H", "H", "H", "H", "H", "H", "H", "H", "H", "H", "H", "H", "H", "H"], "positions_angstrom": [[-1.199, 1.897, -2.556], [3.329, -0.829, -2.840], [2.169, -3.400, -0.893], [5.151, 1.920, -0.513], [5.701, -0.096, -0.855], [2.525, 1.262, -1.499], [-3.566, 7.515, 3.848], [4.016, 0.408, 0.423], [4.221, 1.641, -2.761], [3.406, -0.458, -4.222], [4.266, -1.887, -2.592], [-3.890, -1.098, -0.408], [0.577, -0.099, -4.394], [-1.064, -2.975, -1.209], [-1.727, 1.562, 1.186], [-1.869, -0.067, -0.375], [4.664, 0.683, -0.697], [-0.957, -0.573, -1.350], [3.117, -2.535, 0.476], [-2.845, -1.049, 0.108], [-3.501, 6.350, 3.175], [0.566, -0.299, -3.245], [0.205, 0.222, 1.204], [-4.594, 4.449, 2.230], [-0.411, -2.005, -1.378], [1.150, -4.692, -0.026], [3.709, 0.766, -1.931], [-4.664, 5.647, 2.928], [-0.536, 0.243, -2.319], [-2.206, 4.681, 2.060], [1.605, -1.178, -2.501], [-3.366, 3.964, 1.798], [1.012, -5.985, -0.893], [-1.189, 0.635, 0.704], [-2.496, -1.975, 1.296], [1.104, -2.100, -1.677], [-2.272, 5.884, 2.749], [2.609, -1.574, 0.660], [1.749, -4.998, 0.854], [-5.500, 3.893, 2.023], [0.570, -5.725, -1.864], [2.006, -6.445, -1.012], [0.188, 0.113, 2.296], [-2.734, -1.507, 2.262], [0.512, -0.748, 0.775], [-1.249, 4.301, 1.726], [0.183, -4.351, 0.374], [-3.034, -2.912, 1.121], [0.412, -6.732, -0.348], [-3.312, 3.032, 1.259], [-1.408, -2.157, 1.243], [-5.611, 6.036, 3.280], [4.148, -2.409, 0.129], [3.039, -3.097, 1.418], [-2.484, 1.635, -2.939], [0.930, 0.982, 0.877], [-1.379, 6.461, 2.955]], "forces_ev_per_a": [[0.3, -0.3, -0.4], [1.0, -1.5, -3.5], [0.5, -1.0, 0.0], [0.0, 0.4, -0.2], [0.1, -0.9, -0.2], [-0.2, -0.1, 0.1], [0.0, 0.1, 0.0], [-0.4, -0.8, 0.1], [0.3, -0.1, -0.8], [-0.8, 1.1, 0.2], [-0.6, 0.1, 2.2], [-2.2, -0.2, -1.4], [0.1, 0.4, -2.3], [-1.3, -1.2, 0.5], [-1.0, 1.2, 1.0], [1.0, -1.4, 0.5], [0.3, 1.7, 0.3], [-0.1, 0.1, 0.2], [-1.1, 0.3, -0.2], [1.1, -0.2, 1.8], [0.0, -0.4, -0.2], [0.0, 0.1, 2.8], [-0.2, -0.7, -0.9], [0.2, 0.1, 0.0], [1.6, 1.4, -0.8], [-0.1, -0.4, 0.5], [-0.3, -0.1, 1.1], [-0.2, 0.1, 0.1], [0.1, 0.1, -0.4], [-0.2, 0.0, 0.0], [-0.3, 0.9, 0.0], [-0.2, 0.0, -0.1], [0.1, 0.6, 0.5], [1.3, -0.9, -0.4], [0.8, 0.6, -0.9], [0.0, -0.1, 1.0], [0.2, 0.1, 0.0], [0.6, -0.2, 0.0], [-0.1, 0.4, -0.3], [0.0, 0.0, 0.0], [0.1, -0.4, 0.2], [-0.3, 0.3, -0.3], [0.0, 0.3, -0.3], [-0.1, -0.2, -0.3], [0.0, 0.4, 0.2], [0.0, 0.0, 0.0], [0.3, -0.1, -0.3], [0.1, 0.3, 0.3], [-0.1, 0.4, -0.4], [0.0, 0.1, 0.0], [-0.4, -0.1, 0.4], [0.0, 0.0, 0.0], [-0.3, 0.1, 0.3], [0.2, 0.0, -0.5], [0.6, -0.3, 0.3], [-0.2, -0.2, 0.3], [0.0, 0.0, 0.0]], "mulliken_charge": [-0.21, 1.48, 0.07, -0.28, -0.23, -0.24, -0.32, -0.19, -0.25, -0.71, -0.60, -0.50, -0.47, -0.50, -0.40, 0.52, 0.59, -0.70, -0.66, 0.52, 0.25, -0.75, -0.22, -0.51, 0.11, -0.32, 0.65, -0.34, 0.92, -0.44, -0.04, -0.32, -1.21, -0.04, -0.69, 0.60, -0.35, -0.07, 0.39, 0.36, 0.32, 0.35, 0.45, 0.30, -0.35, 0.34, 0.26, 0.34, 0.39, 0.52, 0.07, 0.41, 0.26, 0.58, 0.21, 0.26, 0.40]}

No. 4
{"formula": "C21H20FN5O3", "method": "wB97M-V/def2-TZVPD", "homo_lumo_gap_ev": 8.9, "total_charge": 0, "smiles": "Cc1ccc(-c2ncco2)c(C(=O)N2[C@H]3CC[C@@H]2[C@H](COc2ncc(F)cn2)C3)n1", "e_lumo_ev": 0.266, "relative_energy_kj_mol": 0.0, "symbols": ["F", "O", "O", "O", "N", "N", "N", "N", "N", "C", "C", "C", "C", "C", "C", "C", "C", "C", "C", "C", "C", "C", "C", "C", "C", "C", "C", "C", "C", "C", "H", "H", "H", "H", "H", "H", "H", "H", "H", "H", "H", "H", "H", "H", "H", "H", "H", "H", "H", "H"], "positions_angstrom": [[1.219, 0.367, 6.783], [3.572, 0.879, 1.992], [-2.206, -0.978, 1.048], [-1.392, 1.670, 0.227], [0.359, 0.620, -0.771], [2.631, 1.763, 3.798], [-1.827, 0.586, -2.997], [3.035, -0.560, 3.777], [-4.381, -1.358, 0.654], [1.443, 1.134, 0.035], [-1.991, 0.295, -1.669], [1.044, -0.258, -1.705], [-1.003, 0.938, -0.716], [-3.719, -0.819, -3.514], [1.982, 0.757, -2.319], [3.087, 0.670, 3.245], [-4.085, -1.630, 1.964], [3.425, -0.205, 1.030], [2.049, 1.665, 5.000], [1.871, 0.449, 5.598], [-2.534, 0.441, -5.327], [-3.241, -0.948, 0.159], [2.390, -0.661, 4.951], [-2.669, 0.036, -3.903], [1.763, -1.161, -0.707], [1.975, -0.222, 0.537], [2.256, 1.713, -1.164], [-3.041, -0.539, -1.248], [-2.741, -1.416, 2.188], [-3.903, -1.128, -2.169], [1.187, 1.851, 0.810], [2.861, 0.306, -2.747], [-3.349, 0.121, -5.952], [4.112, -0.048, 0.179], [-2.490, 1.529, -5.396], [-4.424, -1.207, -4.240], [3.729, -1.161, 1.497], [1.426, 1.268, -3.092], [1.909, 2.714, -1.375], [2.683, -1.606, -1.175], [-4.767, -1.900, 2.735], [1.331, -0.553, 1.335], [-4.667, -1.833, -1.837], [-1.616, 0.036, -5.781], [3.357, 1.779, -0.977], [1.141, -2.012, -0.354], [2.308, -1.628, 5.424], [0.478, -0.825, -2.409], [1.618, 2.527, 5.444], [-2.196, -1.455, 3.135]], "forces_ev_per_a": [[0.3, -0.2, -0.5], [0.3, -0.8, 0.0], [0.1, 0.2, -1.1], [0.2, -1.2, -2.2], [-5.0, -0.1, -0.9], [-0.4, 1.0, 1.0], [-0.4, -0.8, 0.7], [-0.4, 0.2, 0.2], [0.8, 0.5, -0.2], [0.4, -0.2, -1.0], [-0.1, -0.2, -2.0], [0.5, 0.0, 1.0], [1.5, 1.1, 3.2], [0.1, 0.2, 0.5], [-0.1, -0.1, -0.4], [-0.2, -0.7, -0.6], [1.9, 0.2, 0.7], [-0.1, -0.3, 0.2], [0.2, -0.4, -1.1], [0.2, -0.4, 0.1], [0.9, 0.3, -0.4], [-0.4, -0.1, 0.1], [0.4, 0.3, -0.1], [-0.6, 0.1, 1.3], [0.7, -1.0, 0.5], [1.5, -0.1, -0.6], [2.0, 0.1, 1.1], [0.7, -0.3, 1.1], [-2.1, -0.3, 1.1], [0.4, 0.3, -0.8], [-0.2, -0.1, -0.2], [0.5, -0.1, -0.2], [-0.5, -0.3, 0.0], [-0.2, 0.4, 0.6], [0.1, 0.0, 0.0], [0.2, 0.0, -0.1], [-0.3, 0.4, -0.2], [0.0, 0.1, -0.4], [-0.1, 0.2, 0.0], [-0.5, 0.5, 0.7], [-0.6, -0.3, 0.0], [-0.3, -0.1, 0.4], [0.2, 0.4, 0.0], [-0.1, 0.2, 0.2], [-0.8, 0.1, 0.1], [0.2, 0.5, -0.6], [0.0, -0.3, -0.1], [-0.8, 0.0, -0.3], [-0.1, 0.9, 0.3], [0.1, 0.1, -0.9]], "mulliken_charge": [-0.29, -0.41, -0.15, -0.72, 0.17, -0.52, -0.54, -0.47, -0.63, -0.45, 0.16, -0.20, 0.65, -0.59, -0.92, 0.64, -0.50, -1.32, -0.20, 0.49, -1.27, 0.11, -0.34, 0.44, -1.10, 0.47, -0.95, 0.90, -0.15, -0.71, 0.55, 0.39, 0.40, 0.50, 0.32, 0.37, 0.37, 0.39, 0.42, 0.36, 0.43, 0.55, 0.48, 0.27, 0.38, 0.29, 0.43, 0.63, 0.45, 0.42]}

These records have electronic energy values of -278507.394; -113433.376; -83136.113; -38411.161 eV, in the order they appear.